Record 1
C3H6N2S | wB97M-V/def2-TZVPD

E (Ha): -625.36657
Orbital gap (eV): 9.137
ΔE to the lowest compared entry with this formula, charge and spin (kcal/mol): 160.3

```
! RIJCOSX wB97M-V def2-TZVPD def2/J DEFGRID3
* xyz 0 1
C -0.452 0.343 0.488
C 0.465 -0.818 0.930
C -0.384 -0.059 -0.996
N 0.958 -0.352 -1.177
N 0.745 -1.509 -0.346
S -0.899 -1.798 -1.043
H -1.400 0.145 0.873
H 0.066 1.240 0.567
H 1.499 -0.484 1.456
H 0.106 -1.477 1.706
H -1.098 1.091 -2.326
H 1.139 -0.692 -2.216
*
```

Atom charges from the natural (NBO) analysis, given in e for atoms 1 to 5:
1. C -0.516
2. C -0.253
3. C 0.033
4. N -0.555
5. N -0.323

***

Record 2
C3H6N2S | wB97M-V/def2-TZVPD

E (Ha): -625.52911
Orbital gap (eV): 7.917
SMILES: CN/N=C\C=S
ΔE to the lowest compared entry with this formula, charge and spin (kcal/mol): 58.3

```
! RIJCOSX wB97M-V def2-TZVPD def2/J DEFGRID3
* xyz 0 1
C -2.129 -0.234 0.096
N -0.707 -0.262 -0.185
N -0.028 0.857 -0.085
C 1.237 0.886 -0.032
C 2.189 -0.235 -0.094
S 3.795 -0.093 0.024
H -2.654 -1.056 -0.290
H -2.437 -0.069 1.155
H -2.480 0.659 -0.429
H -0.204 -1.115 -0.018
H 1.715 1.876 0.042
H 1.702 -1.213 -0.184
*
```

Atom charges from the natural (NBO) analysis, given in e for atoms 1 to 5:
1. C -0.414
2. N -0.394
3. N -0.154
4. C -0.098
5. C -0.335

***

Record 3
C3H6N2S2 | wB97M-V/def2-TZVPD

E (Ha): -1023.66492
Orbital gap (alpha / beta) (eV): 7.133 / 7.133
ΔE to the lowest compared entry with this formula, charge and spin (kcal/mol): 86.6

```
! RIJCOSX wB97M-V def2-TZVPD def2/J DEFGRID3
* xyz 0 1
C -2.710 0.000 -0.529
C 0.341 0.091 0.495
C 2.972 0.643 0.128
N -3.546 -0.861 -0.182
N 0.359 -1.096 0.602
S -2.153 1.216 0.579
S 1.282 1.396 0.152
H -2.094 0.156 -1.483
H 3.115 -0.043 0.837
H 3.559 1.500 0.371
H 3.238 0.280 -0.809
H -3.902 -1.612 -0.781
H -0.463 -1.669 0.620
*
```

Atom charges from the natural (NBO) analysis, given in e for atoms 1 to 5:
1. C -0.070
2. C 0.245
3. C -0.696
4. N -0.667
5. N -0.635

***

Record 4
C3H6N2S2 | wB97M-V/def2-TZVPD

E (Ha): -1023.74270
Orbital gap (eV): 8.874
SMILES: N[C@@H]1CN(S)C1=S
ΔE to the lowest compared entry with this formula, charge and spin (kcal/mol): 37.8

```
! RIJCOSX wB97M-V def2-TZVPD def2/J DEFGRID3
* xyz 0 1
N 2.022 -0.195 -0.534
C 0.903 -0.103 0.360
C -0.300 -1.050 0.085
N -1.149 0.135 -0.139
S -2.827 0.442 -0.292
C -0.163 0.999 0.071
S -0.034 2.639 -0.065
H 2.509 0.682 -0.373
H 1.738 -0.350 -1.476
H 1.358 -0.057 1.330
H -0.604 -1.678 0.904
H -0.285 -1.604 -0.841
H -3.169 0.141 0.968
*
```

Atom charges from the natural (NBO) analysis, given in e for atoms 1 to 5:
1. N -0.810
2. C -0.115
3. C -0.205
4. N -0.554
5. S 0.233